1.
# C10H15O3P

The molecule C10H15O3P (the ωB97M-V functional and the def2-TZVPD basis, OMol25).

Atoms and positions in Å:
1 C 2.4652 0.4815 1.7247
2 C 2.3745 0.9438 0.2528
3 C 1.1334 0.4278 -0.5115
4 C 1.1121 -1.0938 -0.4233
5 C -0.0767 1.1129 0.0505
6 C -1.3425 0.7437 0.0697
7 P -2.2442 -0.7386 -0.5579
8 C -1.9702 -0.9972 -2.3591
9 C -1.8643 -2.2595 0.4174
10 C -2.2120 1.8074 0.7076
11 O -3.3345 1.9378 0.6899
12 O -1.3083 2.6535 1.3000
13 C -0.0907 2.4903 0.7019
14 O 0.7002 3.3168 0.7343
15 H 3.4447 0.0499 1.9021
16 H 2.3901 1.3117 2.4207
17 H 1.7186 -0.2519 2.0151
18 H 3.2432 0.5437 -0.2634
19 H 2.4621 2.0238 0.2406
20 H 1.2532 0.7800 -1.5344
21 H 0.7766 -1.4258 0.5434
22 H 2.1126 -1.4572 -0.6358
23 H 0.4679 -1.5090 -1.1911
24 H -1.0566 -1.5286 -2.6388
25 H -2.7990 -1.6089 -2.7011
26 H -2.0216 -0.0714 -2.9222
27 H -1.3521 -3.0365 -0.1447
28 H -1.2139 -1.9975 1.2481
29 H -2.7679 -2.6486 0.8645

Its total charge is 0. The SMILES is CC[C@@H](C)C1=C(P(C)C)C(=O)OC1=O. The max |F| comes out at 0.125 Eh/bohr. Its multiplicity is 1. The calculation puts the relative energy (zero: lowest compared OMol25 entry of this formula, charge and spin) at 251.2 kJ/mol.

Here are the natural (NBO) charges for atoms 1 to 4, given in e: C -0.6309; C -0.4002; C -0.2662; C -0.6048

2.
# C10H15OPS

The molecule C10H15OPS (the ωB97M-V functional and the def2-TZVPD basis, OMol25).

Atoms and positions in Å:
1 C -1.9807 0.2192 1.8827
2 S -0.6962 1.0530 1.2122
3 O -1.0110 1.4916 -0.2847
4 C 0.6978 -0.1546 1.1438
5 C 0.5483 -0.9751 -0.0895
6 C -0.4329 -1.9569 -0.1508
7 C -0.6040 -2.6879 -1.3114
8 C 0.2008 -2.4460 -2.4114
9 C 1.1770 -1.4603 -2.3702
10 C 2.0122 -1.1713 -3.5809
11 C 1.3381 -0.7273 -1.2035
12 P 0.3434 2.9170 2.0922
13 C -1.1154 3.3679 3.1358
14 H -2.9397 0.6367 1.6247
15 H -1.8206 0.0552 2.9392
16 H 1.6095 0.4388 1.1451
17 H 0.6138 -0.7436 2.0552
18 H -1.0741 -2.1298 0.6999
19 H -1.3692 -3.4468 -1.3628
20 H 0.0665 -3.0217 -3.3147
21 H 1.5095 -0.4284 -4.2013
22 H 2.9860 -0.7755 -3.3026
23 H 2.1541 -2.0697 -4.1781
24 H 2.0868 0.0507 -1.1636
25 H -0.0905 3.5762 0.9511
26 H -0.8960 3.1718 4.1847
27 H -1.9896 2.7908 2.8368
28 H -1.3235 4.4260 3.0222

Its total charge is 0. The SMILES is C=[S@](=O)(Cc1cccc(C)c1)PC. The max |F| comes out at 0.096 Eh/bohr. Its multiplicity is 1. The calculation puts the relative energy (zero: lowest compared OMol25 entry of this formula, charge and spin) at 320.5 kJ/mol.

Here are the natural (NBO) charges for atoms 1 to 4, given in e: C -0.9962; S 1.4031; O -0.9208; C -0.5870

3.
# C10H15OSi

The ion C10H15OSi with charge +1 (the ωB97M-V functional and the def2-TZVPD basis, OMol25).

Atoms and positions in Å:
1 C 1.5080 3.9622 0.8116
2 C 0.5093 3.9839 -0.1057
3 C 2.0381 2.7234 1.2608
4 C 0.0504 2.8000 -0.6871
5 C 1.6436 1.5455 0.6892
6 C 0.6144 1.5927 -0.2716
7 C -0.1724 0.5160 -0.7175
8 C 0.1822 -3.1174 -1.5689
9 C -0.0756 -2.2787 1.4632
10 C -2.7599 -2.1157 -0.3935
11 O 0.1139 -0.7403 -0.3482
12 Si -0.8044 -2.1892 -0.2731
13 H 1.6360 4.8633 1.2848
14 H 0.3279 5.0105 -0.3385
15 H 2.6940 2.7703 2.1024
16 H -0.6126 2.8628 -1.4715
17 H 1.9225 0.6189 1.0556
18 H -1.1077 0.6190 -1.1877
19 H -0.3476 -4.0260 -1.8852
20 H 0.4737 -2.4463 -2.4747
21 H 1.2199 -3.4311 -1.1164
22 H -0.6360 -2.7345 2.2859
23 H 0.7398 -2.9273 1.3125
24 H 0.3533 -1.4354 1.8948
25 H -3.0140 -3.0292 -0.9194
26 H -3.4430 -2.1108 0.5295
27 H -3.0539 -1.2866 -0.9312

Its total charge is +1. The max |F| comes out at 0.115 Eh/bohr. Its multiplicity is 1. The calculation puts the relative energy (zero: lowest compared OMol25 entry of this formula, charge and spin) at 0.0 kJ/mol.

Here are the natural (NBO) charges for atoms 1 to 4, given in e: C -0.0815; C -0.2233; C -0.1872; C -0.0724